This record from OMol25 describes a single C5H2O molecule at a distorted geometry. The level of theory is ωB97M-V/def2-TZVPD.

* max |F|: 1.51 eV Å⁻¹
* energy above the lowest of the compared OMol25 structures with the same formula, charge and spin: 1.551 eV
* E_HOMO: -9.87 eV
* Kohn-Sham gap: 0.35279 Eh
* net charge: 0

Atoms and positions in Å:
O 2.7717 0.7890 -0.6081
C 1.8420 0.0494 -0.8352
C 0.5222 0.2932 -0.3206
C -0.5649 0.6718 0.0473
C -1.8482 0.6942 0.5947
C -2.2721 -0.3211 1.1167
H 1.9468 -0.8561 -1.4599
H -2.3977 -1.3205 1.4650

***

This record from OMol25 describes a molecular structure, C8H12CaMnN2O7 at a distorted geometry. The level of theory is ωB97M-V/def2-TZVPD.

* max |F|: 2.28 eV Å⁻¹
* energy above the lowest of the compared OMol25 structures with the same formula, charge and spin: 0.372 eV
* E_HOMO (alpha / beta): -12.97 / -12.97 eV
* Kohn-Sham gap (alpha / beta): 0.11938 / 0.10864 Eh
* spin multiplicity: 6
* net charge: +2

Atoms and positions in Å:
Ca 3.7743 2.9602 -2.1078
Mn 3.9612 4.4369 1.3941
O 3.8098 4.6708 -0.6075
H 3.4053 5.5302 -0.7797
N 2.3081 1.9006 0.8596
O 1.5712 1.0557 1.3051
O 2.5491 1.9849 -0.3829
O 2.8378 2.7316 1.6903
C -2.3630 -2.2057 0.6703
C -1.9286 -0.9040 1.3294
C -2.8309 0.2842 0.9445
O -3.1504 0.8963 2.1871
C -2.7389 0.0893 3.2191
O -2.8893 0.3345 4.3605
O -2.1313 -0.9884 2.7350
H -1.9498 -3.0163 1.2841
H -1.9703 -2.4579 -0.3135
H -3.4386 -2.3736 0.6876
H -0.8633 -0.7276 1.1736
H -3.7631 -0.0848 0.5171
H -2.3327 1.0155 0.3085
N 0.8304 -0.5765 -1.3844
C -0.2355 -1.0139 -2.0968
C 0.1078 -2.1449 -2.7938
C 1.4648 -2.3768 -2.5092
C 1.9001 -1.4296 -1.6034
H 0.8479 0.1052 -0.6541
H -1.1708 -0.4830 -1.9915
H -0.5000 -2.7465 -3.4457
H 2.0556 -3.1847 -2.9114
H 2.8332 -1.2818 -1.0843

***

This record from OMol25 describes 3 unconnected molecules or ions with the total composition C5H11NOS at a distorted geometry. The level of theory is ωB97M-V/def2-TZVPD.

* max |F|: 3.03 eV Å⁻¹
* energy above the lowest of the compared OMol25 structures with the same formula, charge and spin: 5.875 eV
* E_HOMO (alpha / beta): -7.96 / -7.96 eV
* Kohn-Sham gap (alpha / beta): 0.29289 / 0.29297 Eh
* net charge: 0

Atoms and positions in Å:
C -1.0355 -0.5567 -1.7676
C 1.3899 -1.5815 0.6525
C 2.9207 -1.3455 0.5837
C 1.8334 -0.3311 0.0533
C -1.7341 2.3460 0.6517
N -2.5909 1.7991 -0.0695
O -2.1439 0.1423 -2.1588
S 1.4944 -0.2556 -1.8269
H -0.8132 -0.5906 -0.7283
H -0.7767 -1.4234 -2.3890
H 1.1246 -2.3690 -0.0354
H 0.8308 -1.6987 1.6113
H 3.6806 -1.1971 1.3536
H 3.1730 -1.9014 -0.3187
H 1.7563 0.5814 0.5324
H -2.3774 0.8964 -1.5339
H -1.3611 3.3427 0.3947
H -1.3837 1.7405 1.5992
H -2.9224 1.0162 0.4949